(1)
68
Properties=species:S:1:pos:R:3:mulliken_charge:R:1 method="wB97M-V/def2-TZVPD" gap_ev=4.62 fmax_ev_per_a=1.55 total_energy_ha=-4323.2991 total_charge=-1
O -0.91681 -3.63663 0.34562 -0.316
C 0.42320 -3.64399 -0.13492 -0.160
C 1.42661 -3.49828 1.00630 -0.542
O 2.74985 -3.70156 0.56060 -0.402
C 3.41254 -2.51849 0.13848 -0.339
O 4.60222 -2.28001 0.79717 -0.333
C 4.52868 -2.13874 2.22144 -0.286
C 4.82010 -0.69816 2.69923 -0.488
C 3.93360 0.28401 1.88926 0.277
C 4.35587 1.76352 2.09822 -1.715
C 3.35744 2.84909 2.51929 1.363
F 3.32807 3.83525 1.54588 -0.369
F 3.78545 3.42782 3.67646 -0.306
C 1.88593 2.42869 2.73457 0.492
F 1.43843 1.83677 1.59646 -0.308
F 1.84418 1.56552 3.76761 -0.219
C 0.88918 3.62067 2.99259 0.398
F 0.32089 3.98374 1.82217 -0.264
F 1.55135 4.72720 3.40581 -0.324
C -0.18927 3.38476 4.09336 0.632
F 0.43975 3.20747 5.26806 -0.252
F -0.82873 4.58108 4.21907 -0.340
C -1.32205 2.27966 3.95994 0.734
F -1.30198 1.52677 5.08009 -0.292
F -2.51971 2.90569 3.96542 -0.308
C -1.36961 1.27529 2.77407 0.566
F -1.38658 1.85927 1.60130 -0.243
F -2.54439 0.63577 2.90255 -0.289
F -0.44922 0.34861 2.85876 -0.253
P 4.30961 -0.69827 4.37818 0.020
S 5.01510 0.69983 5.58834 -0.503
H -0.93469 -3.92595 1.26636 0.236
H 0.61014 -4.56769 -0.69240 0.223
H 0.51073 -2.76526 -0.78199 0.163
H 1.19428 -4.22012 1.80071 0.392
H 1.28006 -2.50571 1.45248 0.355
H 2.72775 -1.65498 0.16152 0.290
H 3.69149 -2.66215 -0.91354 0.289
H 3.57940 -2.53834 2.63247 0.207
H 5.31922 -2.77839 2.62609 0.289
H 4.11731 0.03285 0.84231 0.302
H 2.87941 0.04779 2.10424 -0.026
H 5.17155 1.76730 2.82225 0.461
H 4.80564 2.10743 1.16390 0.336
H 2.88338 -0.74471 4.48802 -0.100
H 4.70722 -1.95729 4.88124 0.056
C -5.34773 -1.90096 -2.66287 -0.314
C -4.18232 -2.07780 -3.60996 0.142
O -3.10512 -1.37438 -2.98387 -0.301
S -3.24116 -1.48315 -1.38415 1.084
O -2.40930 -2.53060 -0.90858 -0.493
O -3.17797 -0.17061 -0.85062 -0.542
O -4.76910 -1.99011 -1.35541 -0.355
H -5.80172 -0.91395 -2.77385 0.267
H -6.10854 -2.66716 -2.78795 0.316
H -4.37727 -1.66385 -4.59316 -0.181
H -3.89820 -3.12880 -3.70422 0.280
C -2.70679 1.80420 -7.22629 -0.314
C -3.99122 2.36468 -7.79954 -0.366
O -4.90594 1.25853 -7.76264 -0.297
S -4.58166 0.33921 -6.49483 1.108
O -5.45533 0.68357 -5.43110 -0.525
O -4.44828 -1.00250 -6.93772 -0.559
O -3.13788 0.93486 -6.17172 -0.244
H -2.16485 1.20864 -7.96336 0.280
H -2.05145 2.57525 -6.83117 0.307
H -3.87642 2.72423 -8.81798 0.311
H -4.39430 3.16359 -7.17406 0.289

(2)
51
Properties=species:S:1:pos:R:3:mulliken_charge:R:1 method="wB97M-V/def2-TZVPD" gap_ev="3.43 / 3.43" fmax_ev_per_a=3.66 relative_energy_kj_mol=415.49 total_energy_ha=-2897.1230 total_charge=+3
Ti 0.12644 -0.13681 0.79800 -1.326
P 0.63937 2.25417 0.35669 0.772
C -0.61631 2.46359 -0.88500 -0.962
C -1.08969 1.32061 -1.59355 1.209
N -0.90622 0.05833 -1.05125 0.734
C -1.33567 -1.04610 -1.68642 0.615
C -1.91721 -0.96854 -2.93670 -0.678
C -2.10671 0.26866 -3.53386 -0.774
C -1.71839 1.40822 -2.85915 -0.813
C -1.13569 -2.39867 -1.04682 -1.191
P -0.97590 -2.29810 0.79926 1.012
H -1.82895 2.39950 -3.29000 0.561
H -2.20678 -1.89644 -3.41741 0.629
H -2.56269 0.33088 -4.51784 0.507
H -2.00461 -3.04080 -1.25713 0.718
H -0.23586 -2.87684 -1.47052 0.477
H -2.87977 2.92766 0.05435 0.293
H -0.79871 3.43665 -1.35940 0.505
H -3.40048 1.65626 2.09239 0.379
O -3.50946 2.86173 0.80055 -0.592
H -4.21401 3.51235 0.64642 0.303
H -0.61201 0.12601 2.17539 0.347
O -2.86525 1.19292 2.77863 -0.575
H -3.01439 0.23439 2.68661 0.255
C -2.70104 -2.37161 1.33394 -1.287
H -3.16952 -3.30104 0.98408 0.456
H -2.71151 -2.32738 2.43147 0.406
H -3.26920 -1.50714 0.96352 0.404
C -0.22191 -3.85469 1.30451 -1.250
H -0.18342 -3.84888 2.40109 0.433
H -0.81097 -4.70791 0.94340 0.437
H 0.80665 -3.91668 0.93001 0.422
C 2.26949 2.66996 -0.32620 -1.225
H 2.29710 3.71950 -0.65177 0.468
H 3.02117 2.49200 0.45283 0.411
H 2.52778 2.02189 -1.17133 0.340
C 0.30910 3.40304 1.70393 -1.212
H 1.12951 3.27656 2.42448 0.454
H 0.27979 4.43649 1.32746 0.475
H -0.63897 3.12956 2.18463 0.390
F 2.67651 -0.40696 2.59408 -0.321
C 3.10274 -0.79659 1.35373 0.687
C 2.18589 -0.84697 0.30323 0.119
C 2.71168 -1.01006 -0.97322 0.034
F 1.90094 -0.84708 -2.05162 -0.363
C 4.07421 -1.22184 -1.19646 0.124
F 4.55016 -1.34276 -2.44908 -0.245
C 4.95743 -1.24190 -0.12382 0.654
F 6.27309 -1.43552 -0.33115 -0.212
C 4.47067 -1.01111 1.16000 0.230
F 5.33154 -0.94252 2.19500 -0.237

(3)
43
Properties=species:S:1:pos:R:3:lowdin_spin:R:1 method="wB97M-V/def2-TZVPD" gap_ev="1.81 / 7.59" fmax_ev_per_a=3.38 total_energy_ha=-2034.5420 total_charge=-1 multiplicity=5
C -0.29651 -2.29095 -0.42489 0.197
C 0.08269 -1.10854 0.43969 0.082
N 1.31794 -0.75613 0.65460 0.024
C 1.48126 0.50431 1.37544 0.022
C 0.44670 0.74058 2.44636 0.025
C -0.96807 0.64573 1.90881 0.175
N -0.99656 -0.44856 0.93811 0.047
H -1.32757 -2.59868 -0.25879 0.069
H -0.14659 -2.02066 -1.47210 0.031
H 0.33384 -3.14446 -0.19029 0.014
H 2.50143 0.51595 1.77006 0.004
H 1.38547 1.32431 0.64663 0.011
H 0.58929 -0.01286 3.21550 0.008
H 0.59497 1.69951 2.94024 0.009
H -1.68642 0.44995 2.72799 0.054
H -1.23751 1.60578 1.42605 0.038
H -1.91092 -0.80867 0.68030 0.113
C 2.67355 -2.62025 -0.40845 0.099
C 3.78764 -1.84583 0.08406 0.576
C 4.48370 -0.98388 -0.80739 0.075
C 5.90459 -1.04568 -1.17968 0.107
C 6.24024 0.10879 -1.94668 0.012
C 5.02616 0.90778 -2.13013 0.034
C 3.94343 0.22551 -1.46546 0.077
Fe 4.75115 -0.94380 -2.79820 1.796
C 3.31744 -2.11880 -3.61523 0.006
C 4.62810 -2.75220 -3.54251 0.031
C 5.57155 -1.90335 -4.26846 0.025
C 4.83106 -0.75078 -4.77141 -0.011
C 3.44905 -0.89690 -4.37341 0.099
H 2.89512 -3.67881 -0.57640 0.034
H 1.96693 -2.55076 0.41647 0.020
H 2.24382 -2.17650 -1.32615 0.003
H 4.29354 -2.09732 1.03176 0.030
H 6.56745 -1.81938 -0.79730 0.011
H 7.25800 0.40595 -2.20848 0.001
H 4.97192 1.90343 -2.57029 0.006
H 2.91088 0.52162 -1.29523 0.009
H 2.37451 -2.57372 -3.31066 0.008
H 4.82526 -3.74166 -3.13106 0.006
H 6.61141 -2.14337 -4.48081 0.004
H 5.21834 0.01689 -5.43833 0.000
H 2.61794 -0.25821 -4.67801 0.020

(4)
44
Properties=species:S:1:pos:R:3:mulliken_charge:R:1 method="wB97M-V/def2-TZVPD" gap_ev=8.84 fmax_ev_per_a=0.77 relative_energy_kj_mol=168.83 smiles="CCN1CCN(CC(=O)c2c[nH]c3ccc(C)cc23)CC1" total_energy_ha=-901.1031
C -4.96678 -2.20450 -0.88282 -1.308
C -4.59152 -0.76376 -1.21183 -0.461
N -3.35842 -0.35799 -0.56010 0.028
C -3.51344 -0.17040 0.87085 -0.755
C -2.16440 0.14829 1.50602 -0.617
N -1.63739 1.36409 0.91522 0.047
C -0.46466 1.89158 1.59838 -1.372
C 0.73706 0.94845 1.51655 1.254
O 0.79732 -0.02420 2.24724 -0.661
C 1.74152 1.21872 0.49924 0.155
C 1.85390 2.30116 -0.34756 -0.782
N 2.94578 2.16616 -1.13775 0.034
C 3.58689 0.99140 -0.83486 -0.619
C 4.73619 0.42451 -1.36769 -1.080
C 5.14469 -0.78409 -0.84806 -0.575
C 4.43925 -1.43104 0.17781 0.904
C 4.94717 -2.74455 0.69350 -1.573
C 3.29576 -0.85996 0.70131 -0.507
C 2.86055 0.36243 0.19680 0.760
C -1.45800 1.16480 -0.50893 -0.252
C -2.81343 0.85487 -1.13780 -1.089
H -4.10276 -2.84750 -1.02526 0.340
H -5.31070 -2.30455 0.14292 0.324
H -5.76570 -2.53486 -1.54218 0.422
H -4.42590 -0.68674 -2.29025 0.412
H -5.42919 -0.09017 -0.95202 0.315
H -3.90189 -1.08915 1.31084 0.403
H -4.21843 0.65330 1.08860 0.330
H -2.29312 0.30811 2.57851 0.360
H -1.48824 -0.70807 1.35955 0.304
H -0.24002 2.87215 1.17669 0.505
H -0.73263 2.01086 2.65193 0.490
H 1.23201 3.17131 -0.43813 0.389
H 3.24611 2.82729 -1.83503 0.180
H 5.28824 0.91241 -2.15766 0.362
H 6.03622 -1.25369 -1.23828 0.417
H 4.30038 -3.12721 1.47812 0.338
H 5.95341 -2.63146 1.09579 0.343
H 4.99150 -3.47810 -0.11090 0.344
H 2.73958 -1.33905 1.49107 0.509
H -1.05606 2.08101 -0.94859 0.283
H -0.76781 0.33335 -0.73014 0.279
H -2.68685 0.70721 -2.21357 0.462
H -3.48617 1.71761 -0.97755 0.356

(5)
46
Properties=species:S:1:pos:R:3:mulliken_charge:R:1 method="wB97M-V/def2-TZVPD" gap_ev=9.44 fmax_ev_per_a=0.88 relative_energy_kj_mol=251.72 smiles="CCOC(CNC(=O)c1cc(C)nn1-c1ccccc1)OCC" total_energy_ha=-1051.5798
C -3.35253 -2.32706 1.44410 -1.338
C -2.00523 -1.63059 1.59052 0.051
O -1.91112 -0.36447 0.93545 -0.226
C -2.00589 -0.29920 -0.45519 0.487
C -1.08518 -1.25728 -1.23866 -1.489
N 0.30845 -0.95000 -1.05466 0.068
C 1.11856 -1.68468 -0.24635 0.124
O 0.76722 -2.72837 0.26723 -0.662
C 2.49499 -1.16090 -0.13136 0.669
C 3.67112 -1.87313 -0.25242 -1.177
C 4.69605 -0.90916 -0.20272 0.650
C 6.16227 -1.12952 -0.29381 -1.123
N 4.17981 0.29618 -0.05502 -1.273
N 2.85367 0.15175 -0.00955 1.056
C 2.04034 1.26382 0.25100 -0.015
C 0.90106 1.14665 1.04062 0.017
C 0.10994 2.25800 1.26603 -0.498
C 0.46009 3.48659 0.73033 -0.529
C 1.61606 3.60764 -0.02480 -0.529
C 2.40791 2.50136 -0.26825 -0.466
O -3.30192 -0.52468 -0.94270 -0.393
C -4.26874 0.43185 -0.53234 -0.190
C -4.26183 1.68948 -1.39651 -1.203
H -3.55245 -2.56978 0.40398 0.275
H -4.15398 -1.68985 1.81137 0.264
H -3.33862 -3.24536 2.02555 0.476
H -1.83006 -1.37506 2.63958 0.401
H -1.19765 -2.29326 1.26041 0.109
H -1.69078 0.73934 -0.67089 0.291
H -1.24652 -2.28684 -0.91787 0.348
H -1.35367 -1.16863 -2.29398 0.405
H 0.63084 -0.05916 -1.39923 0.284
H 3.76784 -2.93170 -0.37559 0.456
H 6.49615 -1.77841 0.51428 0.275
H 6.67801 -0.17628 -0.22423 0.340
H 6.41487 -1.60814 -1.23890 0.275
H 0.63334 0.19759 1.47760 0.458
H -0.78038 2.15357 1.86613 0.437
H -0.15998 4.35180 0.91084 0.414
H 1.90014 4.56726 -0.42990 0.377
H 3.31403 2.57369 -0.84881 0.496
H -4.10384 0.69105 0.51989 0.277
H -5.22874 -0.08171 -0.62708 0.350
H -5.07925 2.33923 -1.09664 0.403
H -4.38698 1.42159 -2.44255 0.290
H -3.32742 2.23472 -1.28490 0.288

(6)
47
Properties=species:S:1:pos:R:3:mulliken_charge:R:1 method="wB97M-V/def2-TZVPD" gap_ev=7.78 fmax_ev_per_a=18.95 relative_energy_kj_mol=1463.12 total_energy_ha=-1449.2969
C 1.61981 0.75126 2.76441 -1.668
C 1.33319 -0.27838 1.69207 -0.626
N 1.74922 -0.15213 0.37795 0.086
C 2.85225 -0.56844 -0.24764 0.363
N 3.90563 -1.03859 0.43369 -0.032
C 4.06348 -1.80998 1.40501 -0.568
C 3.59120 -3.27958 1.23260 -1.003
S 3.01048 0.14272 -1.90154 -0.275
C 1.35034 0.95306 -1.75476 0.360
C 1.43649 2.21674 -1.23140 -0.711
C 0.06806 2.38486 -0.40739 0.407
O -0.26968 3.53822 -0.06639 -0.722
N -0.45395 1.22442 -0.32105 0.577
C -1.64773 0.97654 0.27294 -0.166
C -2.01491 1.48258 1.61751 -0.632
C -3.14508 1.25900 1.81873 -0.251
C -3.91558 0.19566 1.47593 -0.598
C -3.67604 -0.58816 0.25100 0.329
O -4.56092 -1.32742 -0.16145 -0.381
C -4.29760 -1.90466 -1.46340 -0.383
C -3.28337 -3.12294 -1.33630 -1.023
C -2.47660 0.13038 -0.42428 -0.084
C 0.32782 0.18819 -1.16876 -0.314
O -0.12038 -0.83628 -1.17054 -0.425
H 1.27206 0.56652 3.64959 0.488
H 1.37646 1.64429 2.28835 0.383
H 2.73326 0.69299 2.83601 0.351
H 0.03671 -0.53534 1.64165 -0.005
H 1.38677 -1.27873 2.04101 0.749
H 4.57940 -1.21469 -0.15973 0.171
H 5.09531 -1.85386 1.67986 0.522
H 3.58395 -1.30176 2.41475 0.120
H 3.58365 -3.65575 2.14717 0.457
H 2.40146 -3.09476 0.84488 0.122
H 4.13749 -3.87745 0.32104 0.286
H 1.04142 0.92635 -2.90514 0.443
H 1.50747 3.09990 -1.86499 0.429
H 2.09424 2.60546 -0.35466 0.209
H -1.39730 2.26880 1.99625 0.428
H -3.41466 1.57792 3.02737 0.117
H -4.92191 -0.09269 2.23392 0.095
H -3.97707 -1.13402 -2.18712 0.403
H -5.23892 -2.46879 -1.84777 0.281
H -3.14901 -3.66426 -2.08814 0.596
H -2.29833 -2.79322 -1.02476 0.184
H -3.56866 -3.80122 -0.37182 0.253
H -2.32740 -0.47192 -1.24138 0.656

(7)
49
Properties=species:S:1:pos:R:3:mulliken_charge:R:1 method="wB97M-V/def2-TZVPD" gap_ev=8.20 fmax_ev_per_a=0.74 relative_energy_kj_mol=0.00 smiles="C=CCNC(=S)Nc1sc2c(c1C(=O)OCC)CCN(C(=O)OCC)C2" total_energy_ha=-1923.2393
C -6.07456 -3.82052 1.28166 -0.759
C -5.83870 -2.59567 0.85254 0.105
C -5.26142 -2.27025 -0.49228 -0.962
N -4.08329 -1.43871 -0.37612 0.045
C -4.10190 -0.10776 -0.55769 0.405
S -5.43384 0.72065 -1.07892 -0.449
N -2.96759 0.62386 -0.33278 -0.070
C -1.69636 0.30055 0.01183 0.531
S -1.10185 -1.31122 0.29182 -0.586
C 0.49496 -0.70551 0.63498 0.799
C 0.56373 0.64434 0.54424 -0.090
C -0.68452 1.24249 0.17369 -0.846
C -0.94608 2.65706 -0.05836 1.219
O -2.04318 3.10350 -0.35400 -0.820
O 0.12855 3.43607 0.06870 -0.155
C -0.07218 4.83092 -0.16825 -0.291
C 1.24444 5.54580 0.06694 -1.226
C 1.85312 1.35312 0.81884 -0.102
C 2.80356 0.42331 1.57814 -1.302
N 2.85811 -0.87875 0.94967 0.203
C 3.94566 -1.23229 0.22331 0.749
O 4.94253 -0.55614 0.13417 -0.642
O 3.79756 -2.44784 -0.35154 -0.413
C 4.89763 -2.89577 -1.14294 -0.270
C 4.87345 -2.28700 -2.53754 -1.111
C 1.62174 -1.62334 0.98105 -1.060
H -6.50256 -4.01282 2.25021 0.263
H -5.86290 -4.68460 0.67282 0.258
H -6.05798 -1.73519 1.46992 0.310
H -5.99198 -1.70281 -1.07872 0.332
H -4.99440 -3.18400 -1.02977 0.347
H -3.28855 -1.86621 0.07529 0.105
H -3.07116 1.64244 -0.48153 0.127
H -0.42324 4.96656 -1.19729 0.324
H -0.85479 5.19601 0.50622 0.340
H 2.00901 5.15040 -0.59622 0.299
H 1.57045 5.40802 1.09445 0.295
H 1.12076 6.60718 -0.12604 0.420
H 2.30549 1.65536 -0.12895 0.221
H 1.67200 2.25611 1.40013 0.322
H 2.45333 0.29184 2.60733 0.368
H 3.81506 0.82997 1.58806 0.453
H 4.78635 -3.98145 -1.18346 0.313
H 5.83084 -2.63447 -0.63413 0.324
H 5.68364 -2.70229 -3.12986 0.384
H 5.00239 -1.20967 -2.47022 0.308
H 3.92685 -2.50219 -3.02808 0.289
H 1.47039 -2.04753 1.98628 0.181
H 1.68143 -2.45154 0.27243 0.515

(8)
47
Properties=species:S:1:pos:R:3:mulliken_charge:R:1 method="wB97M-V/def2-TZVPD" gap_ev=10.34 fmax_ev_per_a=2.45 smiles=c1ccncc1.CC#N.CC#N.CC#N.CC#N.CC#N.CC#N total_energy_ha=-1044.8014
C -13.83947 0.13405 11.77994 -0.411
C -15.03183 -0.60028 11.69313 -0.651
C -15.60209 -0.71103 10.41961 -0.470
N -15.01854 -0.25255 9.30788 -0.069
C -13.87060 0.46393 9.46360 -0.429
C -13.28144 0.72470 10.66021 -0.067
H -13.34644 0.26180 12.73469 0.445
H -15.52854 -1.07784 12.54286 0.405
H -16.61156 -1.07588 10.30946 0.473
H -13.49936 0.98053 8.60055 0.462
H -12.43522 1.40919 10.72886 0.149
C -20.64779 -1.86480 10.60267 -0.524
C -21.36164 -1.44973 11.85016 0.208
N -21.83482 -1.23094 12.88370 -0.383
H -21.16031 -2.74830 10.24822 0.301
H -19.65218 -2.00730 10.99814 0.140
H -20.66070 -1.01279 9.93942 0.258
C -15.99052 -0.86192 6.38870 -0.760
C -17.24169 -1.18099 7.13505 0.410
N -18.17145 -1.46878 7.73264 -0.434
H -15.22514 -1.50633 6.73274 0.252
H -15.72004 0.16197 6.63442 0.203
H -16.09308 -0.99388 5.30117 0.348
C -8.94475 2.26978 14.09233 -0.854
C -8.92255 2.05530 12.65508 0.373
N -8.79095 1.75628 11.54798 -0.415
H -8.74005 1.34537 14.60223 0.266
H -9.79824 2.82161 14.47664 0.309
H -8.02400 2.86383 14.21449 0.295
C -16.86252 2.68565 11.45839 -0.811
C -15.83663 3.18975 10.53812 0.539
N -14.96544 3.49832 9.82387 -0.507
H -17.74305 3.33794 11.50864 0.352
H -16.43157 2.67305 12.46269 0.258
H -17.16696 1.69565 11.18559 0.194
C -12.10246 4.59168 11.23051 -0.713
C -11.97271 3.56916 12.31206 0.506
N -11.88839 2.82666 13.19692 -0.560
H -12.44092 4.06698 10.34513 0.192
H -11.16146 5.06344 11.02798 0.302
H -12.92863 5.23697 11.51134 0.326
C -10.24871 0.34512 8.84606 -0.652
C -10.55965 1.76326 8.67030 0.385
N -10.83355 2.86188 8.48462 -0.486
H -9.88900 0.32829 9.86779 0.237
H -9.42537 0.08540 8.15971 0.344
H -11.11148 -0.30150 8.69144 0.265